Formula: C7H20AlIO5P
Source: the OMol25 dataset
Level of theory: ωB97M-V/def2-TZVPD

Atoms and positions in Å:
C -0.241 -0.268 0.931
Al -0.042 0.057 -1.047
O 0.369 -1.467 -1.967
C 1.655 -1.775 -1.505
C 2.379 -0.455 -1.056
P 4.148 -0.323 -1.590
O 4.699 -1.848 -1.210
I 5.013 0.986 0.322
O 1.664 0.682 -1.399
H 0.411 -1.097 1.193
H 0.113 0.625 1.442
H -1.267 -0.473 1.196
H -1.210 0.932 -1.713
H 1.559 -2.419 -0.626
H 2.218 -2.336 -2.261
H 2.438 -0.520 0.040
H 4.653 -2.354 -2.039
C -4.014 -4.102 2.084
C -3.707 -2.678 1.650
O -2.316 -2.455 1.483
H -3.498 -4.331 3.018
H -5.086 -4.250 2.230
H -3.668 -4.816 1.333
H -4.040 -1.971 2.408
H -4.233 -2.447 0.716
H -1.996 -3.055 0.799
C 0.023 4.785 0.312
C 0.515 4.959 -1.114
O 1.721 4.254 -1.349
H 0.782 5.124 1.018
H -0.897 5.349 0.485
H -0.175 3.732 0.521
H 0.727 6.010 -1.319
H -0.253 4.623 -1.821
H 1.553 3.320 -1.166

Computed properties:
Largest force on an atom: 1.262 eV/Å
Net charge: -1
Frontier orbital gap: 7.81 eV

=====

Formula: CH3BCl2O2
Source: the OMol25 dataset
Level of theory: ωB97M-V/def2-TZVPD

Atoms and positions in Å:
O 0.200 -0.362 -1.647
B 0.220 -0.058 -0.344
O 1.168 1.229 0.225
C -0.546 -0.588 0.869
Cl -2.116 0.226 0.766
Cl -0.777 -2.381 1.015
H 0.716 0.248 -2.168
H 1.149 1.915 -0.416
H -0.013 -0.230 1.701

Computed properties:
Energy above the lowest of the compared OMol25 structures with the same formula, charge and spin: 1.290 eV
Largest force on an atom: 5.325 eV/Å
Frontier orbital gap: 11.09 eV
Structure (SMILES): OB(O)C(Cl)Cl

=====

Formula: C10H16N5
Source: the OMol25 dataset
Level of theory: ωB97M-V/def2-TZVPD

Atoms and positions in Å:
H 1.310 -2.751 -0.690
N 0.714 -1.976 -0.474
C 1.120 -0.933 0.084
N 0.263 0.080 0.484
C -1.150 0.074 0.297
C -1.898 1.129 0.880
C -3.258 1.200 0.773
C -3.986 0.341 -0.101
C -5.456 0.307 -0.299
C -3.221 -0.638 -0.751
C -1.843 -0.859 -0.528
N 2.456 -0.537 0.647
C 3.433 -1.693 0.531
N 2.856 0.635 0.048
C 4.077 0.930 -0.323
N 4.505 2.137 -0.684
H 0.341 0.354 1.446
H -1.427 1.873 1.476
H -3.642 1.967 1.389
H -5.622 0.261 -1.351
H -5.797 -0.562 0.140
H -5.880 1.122 0.055
H -3.658 -1.263 -1.480
H -1.489 -1.668 -1.052
H 4.204 -1.710 -0.192
H 3.912 -1.607 1.448
H 2.914 -2.580 0.562
H 2.073 1.264 0.244
H 4.915 0.207 -0.300
H 5.406 2.157 -1.173
H 3.828 2.740 -1.106

Computed properties:
Energy above the lowest of the compared OMol25 structures with the same formula, charge and spin: 2.060 eV
Largest force on an atom: 4.695 eV/Å
Net charge: +1
Frontier orbital gap: 7.28 eV
Structure (SMILES): [H]/N=C(/Nc1ccc(C)cc1)N(C)/[NH+]=C/N

=====

Formula: C11H8MoNO7S3
Source: the OMol25 dataset
Level of theory: ωB97M-V/def2-TZVPD

Atoms and positions in Å:
Mo 0.332 -0.200 0.349
O 1.144 -0.493 -1.406
S 0.907 0.965 -1.970
O 1.923 1.511 -2.764
O 0.682 1.587 -0.586
C -0.578 0.691 -2.871
C -0.603 1.292 -4.107
C -1.616 0.964 -5.024
C -2.550 0.013 -4.713
C -2.551 -0.594 -3.445
C -1.588 -0.267 -2.522
S -1.929 -0.845 -0.892
O -1.561 0.402 -0.068
O -3.222 -1.374 -0.782
O -0.803 -1.738 -0.327
H 0.178 1.983 -4.394
H -1.631 1.449 -5.990
H -3.311 -0.264 -5.428
H -3.339 -1.287 -3.181
O 0.030 -0.110 2.209
N 0.857 -0.210 3.263
C 0.335 -0.067 4.501
C 1.207 -0.172 5.551
C 2.561 -0.414 5.299
C 3.042 -0.556 4.012
C 2.147 -0.455 2.953
S 2.497 -0.628 1.273
H -0.727 0.120 4.556
H 0.830 -0.062 6.557
H 3.250 -0.494 6.131
H 4.087 -0.748 3.814

Computed properties:
⟨S²⟩: 0.757
Largest force on an atom: 1.146 eV/Å
Net charge: +2
Frontier orbital gap (spin up / spin down): 6.55 / 7.13 eV
Spin multiplicity: 2

=====

Formula: C5H8BrI
Source: the OMol25 dataset
Level of theory: ωB97M-V/def2-TZVPD

Atoms and positions in Å:
C -1.238 0.221 -0.203
C 0.238 0.400 -0.577
C 1.381 -0.519 -0.053
C 0.679 1.690 0.092
I 2.184 2.920 -0.934
C 0.207 2.142 1.508
Br 0.719 3.857 2.169
H -1.275 0.090 0.834
H -1.561 -0.849 -0.597
H -1.983 0.969 -0.620
H 0.179 0.674 -1.603
H 1.796 -0.132 0.976
H 2.204 -0.579 -0.676
H 1.046 -1.505 -0.010
H -0.240 1.516 2.173

Computed properties:
Energy above the lowest of the compared OMol25 structures with the same formula, charge and spin: 1.861 eV
Largest force on an atom: 9.290 eV/Å
Frontier orbital gap: 8.59 eV
Structure (SMILES): CC(C)/C(I)=C/Br

=====

Formula: C33H24AuN7S4
Source: the OMol25 dataset
Level of theory: ωB97M-V/def2-TZVPD

Atoms and positions in Å:
Au -1.300 0.836 0.019
S -2.997 0.693 1.563
C -3.963 2.056 1.048
C -4.755 2.698 1.994
C -5.549 3.779 1.638
C -6.266 4.469 2.640
N -6.830 5.025 3.469
C -5.603 4.193 0.289
C -4.831 3.536 -0.656
C -3.971 2.506 -0.283
S -2.898 1.864 -1.486
C -6.374 5.304 -0.118
N -6.963 6.214 -0.491
H -4.715 2.365 3.020
H -4.863 3.844 -1.690
S 0.493 1.728 1.627
C 1.136 0.142 1.971
N 2.203 0.199 2.734
N 2.651 -0.832 3.435
C 1.954 -1.881 4.012
C 2.670 -3.014 4.408
C 2.018 -4.073 5.009
C 0.650 -4.016 5.240
C -0.057 -2.882 4.868
C 0.580 -1.821 4.258
N 0.632 -1.006 1.536
N -0.227 -1.048 0.580
C -0.679 -2.244 0.106
C -0.147 -3.485 0.497
C -0.599 -4.640 -0.109
C -1.588 -4.595 -1.085
C -2.131 -3.373 -1.462
C -1.673 -2.214 -0.882
H 3.612 -0.709 3.737
H 3.733 -3.064 4.219
H 2.579 -4.950 5.300
H 0.146 -4.841 5.721
H -1.118 -2.817 5.061
H 0.023 -0.938 3.989
H 0.617 -3.508 1.262
H -0.182 -5.593 0.187
H -1.937 -5.505 -1.549
H -2.909 -3.324 -2.209
H -2.077 -1.253 -1.174
N 0.167 1.006 -1.432
S 1.727 1.247 -1.182
C 2.127 2.513 -2.411
C 3.385 2.595 -2.981
C 3.622 3.574 -3.931
C 2.618 4.461 -4.288
C 1.372 4.385 -3.685
C 1.124 3.409 -2.737
C 2.467 -0.188 -1.993
C 3.158 -1.080 -1.191
C 3.636 -2.256 -1.744
C 3.407 -2.533 -3.082
C 2.717 -1.629 -3.877
C 2.239 -0.450 -3.333
H -0.075 0.805 -2.392
H 4.159 1.898 -2.696
H 4.592 3.638 -4.399
H 2.807 5.214 -5.038
H 0.591 5.078 -3.954
H 0.162 3.324 -2.254
H 3.309 -0.838 -0.149
H 4.182 -2.952 -1.127
H 3.763 -3.459 -3.505
H 2.550 -1.846 -4.921
H 1.701 0.259 -3.946

Computed properties:
Energy above the lowest of the compared OMol25 structures with the same formula, charge and spin: 2.046 eV
Largest force on an atom: 2.645 eV/Å
Frontier orbital gap (spin up / spin down): 5.83 / 5.73 eV

=====

Formula: C2H27O14
Source: the OMol25 dataset
Level of theory: ωB97M-V/def2-TZVPD

Atoms and positions in Å:
C 4.942 9.643 15.174
C 4.083 9.395 13.934
O 3.773 10.377 13.221
O 3.650 8.218 13.771
H 5.155 10.707 15.285
H 5.910 9.147 15.086
H 4.438 9.261 16.058
O 7.076 9.249 18.278
H 7.596 8.661 18.830
H 7.524 9.225 17.407
O 2.640 13.096 13.722
H 2.873 12.194 13.446
H 2.144 12.972 14.535
O 6.057 11.550 12.139
H 5.180 11.260 12.476
H 5.871 11.932 11.278
O 8.108 11.276 14.158
H 8.669 12.036 13.977
H 7.302 11.438 13.635
O 2.176 9.674 10.709
H 2.587 9.775 11.585
H 1.253 9.485 10.900
O 8.846 9.355 16.073
H 8.592 9.961 15.346
H 9.624 9.759 16.467
O 3.365 7.229 17.668
H 2.995 6.689 18.372
H 2.997 8.129 17.802
O 1.481 8.517 15.533
H 1.696 7.746 16.072
H 2.267 8.621 14.948
O 5.192 6.268 15.677
H 4.735 6.652 16.442
H 4.732 6.673 14.928
O 4.232 6.822 11.150
H 4.107 7.430 11.899
H 4.801 7.304 10.544
O 2.478 9.757 18.239
H 1.721 10.248 17.898
H 2.396 9.792 19.199
O 2.050 5.621 14.478
H 1.472 5.436 13.732
H 2.561 6.395 14.192

Computed properties:
Energy above the lowest of the compared OMol25 structures with the same formula, charge and spin: 0.045 eV
Largest force on an atom: 0.983 eV/Å
Net charge: -1
Frontier orbital gap: 9.00 eV

=====

Formula: C4H13N2O2P
Source: the OMol25 dataset
Level of theory: ωB97M-V/def2-TZVPD

Atoms and positions in Å:
C -2.232 -1.656 0.419
C -2.737 -0.193 0.349
O -1.724 0.839 0.555
P -0.470 0.961 -0.630
N -0.066 2.457 0.102
N 1.158 2.970 -0.490
O 0.799 0.134 0.068
C 1.402 -1.117 -0.261
C 2.876 -0.995 0.145
H -1.860 -1.803 1.416
H -3.059 -2.294 0.032
H -1.290 -1.693 -0.118
H -3.465 -0.030 1.138
H -3.193 -0.203 -0.689
H -0.699 3.243 0.275
H 0.946 3.353 -1.406
H 1.771 2.189 -0.492
H 0.794 -1.956 0.301
H 1.214 -1.309 -1.296
H 3.328 -0.166 -0.275
H 3.045 -0.976 1.157
H 3.460 -1.756 -0.303

Computed properties:
Energy above the lowest of the compared OMol25 structures with the same formula, charge and spin: 2.039 eV
Largest force on an atom: 2.970 eV/Å
Frontier orbital gap: 9.46 eV
Structure (SMILES): CCOP(NN)OCC